Entry 1:
The following is a DFT calculation (the ωB97M-V functional and the def2-TZVPD basis) of 3 unconnected molecules or ions with the total composition C23H48F3NO12P2 in a non-equilibrium geometry.

The LUMO energy comes out at 0.4 eV. The value obtained for the HOMO-LUMO gap is 9.8 eV. The value obtained for the electronic energy is -77422.623 eV. As for the SMILES: CCCCN[C@H]1OC(=O)O[C@H]1CCOCC(F)(F)F.CCOP(=O)(OCC)OCC.CCOP(=O)(OCC)OCC.

Positions of all 89 atoms, in Å:
C  -1.7505  -5.9736  2.0419
C  -2.4071  -4.9163  1.1150
C  -1.9545  -3.4779  1.4135
C  -0.9881  -2.9846  0.3303
N  -0.4639  -1.6635  0.7103
C  0.0963  -0.9383  -0.4063
O  -0.5889  -0.9901  -1.6456
C  -0.3667  0.1789  -2.2848
O  -0.9551  0.6088  -3.2041
O  0.6626  0.8189  -1.6535
C  0.4831  0.5272  -0.2560
C  -0.5675  1.5168  0.2629
C  -0.8654  1.3600  1.7526
O  -2.0196  2.0520  2.2130
C  -3.2340  1.6911  1.6197
C  -3.6069  0.2129  1.6907
F  -4.9623  0.1209  1.7338
F  -3.1534  -0.4175  2.7733
F  -3.2416  -0.4312  0.5666
H  -2.4956  -6.3740  2.7246
H  -0.9415  -5.5300  2.6227
H  -1.3071  -6.7917  1.4771
H  -2.1869  -5.1942  0.0846
H  -3.4809  -4.9847  1.2737
H  -1.5374  -3.3600  2.4137
H  -2.8388  -2.8432  1.3666
H  -1.5545  -2.9538  -0.5939
H  -0.1822  -3.7298  0.2949
H  0.3180  -1.8234  1.3330
H  1.0664  -1.4329  -0.6169
H  1.3935  0.6765  0.3190
H  -1.4507  1.5170  -0.3756
H  -0.0971  2.4934  0.1304
H  -0.8619  0.3135  2.0584
H  -0.0342  1.8144  2.2965
H  -3.3303  2.0060  0.5775
H  -4.0073  2.2305  2.1654
C  2.2117  -4.6685  -6.2367
C  1.4899  -4.5757  -7.5685
O  1.0682  -3.2414  -7.8577
P  2.1737  -2.1413  -8.2916
O  2.8480  -2.6348  -9.5070
O  1.1830  -0.9877  -8.8892
C  1.5732  -0.2128  -10.0252
C  0.7247  -0.5850  -11.2212
O  2.4228  -1.4241  -6.8965
C  1.5302  -0.4880  -6.2659
C  0.3086  -1.1314  -5.6573
H  3.1460  -4.1022  -6.2561
H  2.4455  -5.7069  -5.9997
H  1.5987  -4.2528  -5.4368
H  2.1205  -4.9515  -8.3781
H  0.5875  -5.1858  -7.5458
H  2.6317  -0.3464  -10.2471
H  1.4180  0.8380  -9.7678
H  0.7964  -1.6524  -11.4278
H  1.0387  -0.0333  -12.1087
H  -0.3250  -0.3629  -11.0245
H  1.2621  0.3228  -6.9378
H  2.1224  -0.0301  -5.4715
H  -0.3905  -1.4644  -6.4239
H  -0.2094  -0.4137  -5.0234
H  0.5820  -1.9993  -5.0555
C  3.2327  2.0510  7.8468
C  1.9876  1.5433  7.1435
O  0.9593  2.5351  7.0896
P  1.1193  3.7838  6.0724
O  1.2431  3.2363  4.7063
O  -0.4127  4.3422  6.0860
C  -0.9972  4.8754  4.8921
C  -2.0637  3.9351  4.3797
O  1.6939  4.8842  7.0672
C  0.9266  5.5970  8.0490
C  0.5662  4.7598  9.2537
H  3.6937  2.8690  7.2878
H  3.9664  1.2514  7.9510
H  2.9866  2.4351  8.8366
H  2.2263  1.1986  6.1342
H  1.5710  0.6972  7.6887
H  -0.2393  5.0480  4.1282
H  -1.4335  5.8441  5.1492
H  -1.6567  2.9455  4.2159
H  -2.4857  4.3002  3.4437
H  -2.8673  3.8356  5.1131
H  0.0494  6.0626  7.6081
H  1.5722  6.4174  8.3665
H  -0.1993  4.0233  9.0130
H  0.1771  5.4056  10.0417
H  1.4376  4.2265  9.6327



Entry 2:
The following is a DFT calculation (the ωB97M-V functional and the def2-TZVPD basis) of a molecular structure, C23H48F6HgN4O9S2 in a non-equilibrium geometry.

The LUMO energy comes out at 0.0 eV. The value obtained for the HOMO-LUMO gap is 7.7 eV. The value obtained for the electronic energy is -91160.352 eV. For the energy relative to the best compared isomer or geometry (same formula, charge and spin), the calculation gives 0.239 eV.

Positions of all 93 atoms, in Å:
Hg  0.1062  0.4079  -0.0940
C  -4.1643  -1.6242  1.1903
F  -3.8524  -2.0014  -0.0795
F  -4.4812  -0.3471  1.2708
F  -5.2452  -2.2812  1.5228
S  -2.6277  -1.9651  2.2044
O  -1.4660  -1.5936  1.3997
O  -2.8569  -1.2540  3.4275
N  -2.7527  -3.5122  2.4593
S  -1.6402  -4.6140  2.0711
O  -2.3340  -5.8973  2.1632
O  -0.7627  -4.4194  0.8834
C  -0.5677  -4.5316  3.4778
F  0.3586  -5.5271  3.3863
F  0.1278  -3.3684  3.4397
F  -1.0871  -4.5834  4.6826
C  -1.9566  3.1344  -3.5575
C  -2.7499  2.0384  -2.8706
C  -3.9191  1.5154  -3.7383
C  -4.1161  0.0289  -3.4128
C  -2.9105  -0.7994  -3.9204
C  -1.6222  -0.2120  -3.2527
N  -1.9265  0.8789  -2.3125
O  -0.6937  1.4242  -1.8122
C  -0.7254  0.2386  -4.4452
C  -0.9145  -1.3054  -2.3685
C  -3.3516  2.6938  -1.6127
H  -1.2427  3.6572  -2.9318
H  -2.6377  3.9934  -3.8086
H  -1.5639  2.7543  -4.5223
H  -3.7622  1.7830  -4.8036
H  -4.8351  2.0220  -3.4286
H  -5.0493  -0.3437  -3.8712
H  -4.1189  -0.0413  -2.3290
H  -2.9142  -0.8285  -4.9892
H  -3.0707  -1.7628  -3.5420
H  -1.4279  0.9143  -4.9915
H  -0.5033  -0.5704  -5.1643
H  0.1602  0.8196  -4.2401
H  -1.4730  -1.3829  -1.4220
H  0.0803  -1.0490  -2.2322
H  -0.9193  -2.3320  -2.8144
H  -4.0084  1.9241  -1.1638
H  -3.8879  3.6361  -1.8510
H  -2.4944  2.9784  -0.9654
C  2.8958  0.4061  -2.3293
O  2.8268  0.7759  -1.0259
C  3.6684  1.8671  -0.6615
C  2.8047  2.9779  -0.1199
N  1.9715  2.5564  1.0461
C  1.2413  3.5946  1.7611
C  -0.0512  4.0775  1.0524
O  -0.9201  2.8947  0.8309
C  -1.9144  2.6620  1.8446
H  2.3644  1.1406  -2.9879
H  2.4100  -0.5775  -2.5643
H  3.9381  0.3198  -2.6645
H  4.2034  2.1898  -1.5169
H  4.3451  1.5082  0.0521
H  2.1114  3.3717  -0.8637
H  3.3569  3.8681  0.1958
H  2.4726  2.0495  1.7177
H  1.8481  4.5392  2.0602
H  0.8390  3.0861  2.6484
H  0.0323  4.5485  0.0512
H  -0.5519  4.8893  1.6782
H  -2.3373  1.6403  1.7283
H  -2.6944  3.4513  1.7785
H  -1.4318  2.7451  2.7902
C  4.1563  0.8844  3.8422
O  3.0234  0.6865  3.0114
C  2.5429  -0.6334  3.1558
C  1.1807  -0.6796  2.3939
N  1.3916  -0.9006  0.9774
C  1.4866  -2.3443  0.6136
C  2.4541  -3.1910  1.3616
O  3.7556  -2.9126  1.0008
C  4.6055  -3.9270  1.5889
H  3.9908  1.0025  4.8857
H  4.6408  1.8420  3.4950
H  4.8366  -0.0258  3.7759
H  2.3240  -0.9528  4.2275
H  3.3303  -1.3281  2.8469
H  0.7270  0.2801  2.4024
H  0.3762  -1.3865  2.7015
H  2.2821  -0.4346  0.7538
H  1.7033  -2.4786  -0.4843
H  0.4522  -2.7968  0.9023
H  2.1859  -4.2449  1.2657
H  2.3685  -3.1192  2.4782
H  4.6185  -3.8284  2.6889
H  5.6195  -3.7753  1.2418
H  4.3182  -5.0135  1.3406



Entry 3:
The following is a DFT calculation (the ωB97M-V functional and the def2-TZVPD basis) of 2 unconnected molecules or ions with the total composition C23H48FN3O3 in a non-equilibrium geometry.

The LUMO energy (alpha / beta) comes out at -2.4 / -2.6 eV. As for the expectation value of S²: 0.7542. The net charge is +1. The value obtained for the HOMO-LUMO gap (alpha / beta) is 8.5 / 8.2 eV. The value obtained for the electronic energy is -37944.679 eV. As for the multiplicity: 2.

Positions of all 78 atoms, in Å:
C  7.3450  2.5418  3.3094
C  7.0341  1.8479  1.8247
O  7.5847  0.4731  1.9085
C  5.3999  1.8617  1.5095
N  5.1663  1.3022  0.1232
C  3.8783  1.7958  -0.5021
C  2.6954  0.6125  -0.4885
O  1.3649  1.1196  -0.1377
C  1.1204  1.1613  1.3079
F  2.3526  1.0034  2.1504
C  0.1533  -0.1075  1.6792
C  -0.7716  0.3301  2.9573
C  0.0408  0.6352  4.3455
C  -1.7397  -0.9944  3.2872
N  -1.7060  1.4134  2.4903
O  -2.4650  1.7094  3.5917
C  -1.0357  2.7044  2.1280
C  -1.1329  3.8826  3.3025
C  -1.8949  3.3297  0.8359
C  0.5160  2.6388  1.6570
H  6.6684  3.4975  3.5061
H  7.0670  1.7605  4.1424
H  8.5021  2.8066  3.3988
H  7.6362  2.5186  1.0438
H  7.4056  -0.0026  1.0223
H  4.8959  1.2024  2.3425
H  5.0544  2.9707  1.6557
H  5.9689  1.5711  -0.4890
H  4.0522  2.2210  -1.5901
H  3.4974  2.7276  0.1395
H  3.0314  -0.3546  0.0959
H  2.6238  0.2707  -1.6309
H  -0.5775  -0.4311  0.7935
H  0.7962  -1.0606  1.9457
H  -0.6210  0.4274  5.3015
H  0.5771  1.6911  4.3735
H  0.9262  -0.1641  4.3954
H  -2.5263  -1.0229  2.3942
H  -1.1151  -2.0007  3.3295
H  -2.3684  -0.8141  4.2757
H  -2.2314  4.3039  3.4318
H  -0.5024  4.7987  2.8682
H  -0.6176  3.5800  4.3087
H  -1.4589  4.3636  0.4747
H  -3.0191  3.3843  1.1601
H  -1.8200  2.4900  -0.0091
H  0.6253  3.3154  0.6795
H  1.1970  3.1846  2.4715
C  -4.6844  -5.3511  -2.9078
C  -3.4714  -4.9256  -3.7178
C  -2.3483  -4.3340  -2.8698
C  -2.6062  -3.0190  -2.1217
N  -3.0583  -1.7974  -2.9573
C  -2.6374  -0.5050  -2.2171
C  -1.2153  -0.2690  -2.6718
C  -1.2140  -0.6767  -4.1305
C  -2.3685  -1.6496  -4.3218
C  -4.5777  -1.7777  -3.1017
H  -5.0837  -4.5351  -2.3005
H  -5.4799  -5.6925  -3.5771
H  -4.4302  -6.1793  -2.2371
H  -3.7668  -4.2331  -4.5107
H  -3.0807  -5.8120  -4.2339
H  -1.4521  -4.2269  -3.4925
H  -2.0683  -5.0824  -2.1151
H  -1.6693  -2.7401  -1.6269
H  -3.3494  -3.1569  -1.3293
H  -3.2908  0.3073  -2.5568
H  -2.7494  -0.6503  -1.1389
H  -0.5129  -0.8892  -2.1054
H  -0.9095  0.7731  -2.5372
H  -0.2577  -1.1284  -4.4159
H  -1.3590  0.1975  -4.7758
H  -2.0464  -2.6180  -4.7023
H  -3.0993  -1.2336  -5.0251
H  -5.0212  -1.8337  -2.1043
H  -4.8934  -2.6152  -3.7200
H  -4.8720  -0.8422  -3.5895



Entry 4:
The following is a DFT calculation (the ωB97M-V functional and the def2-TZVPD basis) of a molecular structure, C23H48IrN4O7PS2.

The LUMO energy (alpha / beta) comes out at -6.9 / -10.7 eV. As for the expectation value of S²: 8.7639. The net charge is +3. The value obtained for the HOMO-LUMO gap (alpha / beta) is 10.4 / 6.7 eV. The value obtained for the electronic energy is -78696.401 eV. For the energy relative to the best compared isomer or geometry (same formula, charge and spin), the calculation gives 0.000 eV. As for the multiplicity: 6.

Positions of all 86 atoms, in Å:
Ir  -0.2803  1.2695  -0.6740
C  -2.3906  -4.7751  0.4709
C  -0.8704  -4.8607  0.4607
C  -0.1822  -3.5505  0.8285
S  -0.4915  -2.2386  -0.3737
O  0.1882  -0.9978  0.0906
C  0.0763  -2.7082  -2.0034
C  1.5736  -2.5180  -2.2237
C  2.4806  -3.4190  -1.3977
H  -2.8235  -5.7479  0.2462
H  -2.7665  -4.0665  -0.2693
H  -2.7557  -4.4694  1.4530
H  -0.5000  -5.2338  -0.4958
H  -0.5230  -5.5815  1.2045
H  0.9067  -3.6197  0.8835
H  -0.5682  -3.1224  1.7563
H  -0.5220  -2.0805  -2.6638
H  -0.2611  -3.7411  -2.1177
H  1.8210  -1.4648  -2.0708
H  1.7166  -2.7160  -3.2888
H  2.5656  -3.0804  -0.3634
H  3.4863  -3.4181  -1.8144
H  2.1353  -4.4541  -1.4020
O  2.5171  1.4781  0.2589
C  2.5632  1.5416  -0.9717
O  1.5543  1.3875  -1.7468
C  3.8603  1.8484  -1.6980
N  4.9927  1.8671  -0.6935
C  5.7829  3.1550  -0.8857
C  5.3686  3.6265  -2.2694
C  3.8926  3.2418  -2.3411
H  4.0643  1.0753  -2.4373
H  5.5976  1.0550  -0.8054
H  4.5642  1.8039  0.2379
H  6.8410  2.9418  -0.7635
H  5.4633  3.8444  -0.1070
H  5.9423  3.1137  -3.0430
H  5.5323  4.6952  -2.3867
H  3.4970  3.2135  -3.3526
H  3.2872  3.9400  -1.7584
C  -5.2045  -1.9225  -3.5418
C  -4.1366  -0.9407  -3.9713
C  -4.6339  0.0628  -4.9879
C  -2.8639  -1.6285  -4.4231
O  -3.8314  -0.0862  -2.7615
P  -3.0189  -0.3367  -1.4891
O  -2.7156  -1.7717  -1.1282
O  -1.5846  0.3612  -1.7259
O  -3.6698  0.5286  -0.3969
C  -4.1432  0.2339  0.9878
C  -4.9435  -1.0528  1.0072
C  -2.8986  0.1555  1.8555
C  -5.0065  1.4306  1.3356
H  -5.4835  -2.5441  -4.3929
H  -6.0930  -1.3939  -3.1983
H  -4.8441  -2.5765  -2.7468
H  -4.9476  -0.4682  -5.8869
H  -3.8515  0.7697  -5.2597
H  -5.4886  0.6117  -4.5963
H  -3.0504  -2.1256  -5.3749
H  -2.5574  -2.3896  -3.7052
H  -2.0632  -0.9017  -4.5747
H  -4.3216  -1.9244  0.8150
H  -5.7406  -1.0174  0.2642
H  -5.4081  -1.1622  1.9866
H  -2.2547  -0.6753  1.5519
H  -3.1823  0.0022  2.8962
H  -2.3357  1.0902  1.7924
H  -5.8820  1.4741  0.6904
H  -4.4453  2.3585  1.2242
H  -5.3443  1.3471  2.3683
C  -1.5299  7.2025  0.1681
C  -2.2735  5.8666  0.2434
C  -1.3968  4.7465  0.6808
N  -1.1336  3.6919  -0.0010
N  -0.2989  2.8212  0.6589
C  0.1054  3.2425  1.8605
N  0.9350  2.5572  2.6297
S  -0.5925  4.7636  2.2477
H  -2.2161  7.9802  -0.1591
H  -0.7064  7.1551  -0.5437
H  -1.1351  7.5024  1.1398
H  -2.6843  5.5862  -0.7263
H  -3.1089  5.9416  0.9445
H  1.4273  1.7629  2.2470
H  1.1947  2.8877  3.5449



Entry 5:
The following is a DFT calculation (the ωB97M-V functional and the def2-TZVPD basis) of a molecular structure, C23H48IrNOP3S in a non-equilibrium geometry.

The LUMO energy (alpha / beta) comes out at -8.9 / -11.7 eV. As for the expectation value of S²: 6.0355. The net charge is +3. The value obtained for the HOMO-LUMO gap (alpha / beta) is 6.8 / 4.0 eV. The value obtained for the electronic energy is -69675.412 eV. For the energy relative to the best compared isomer or geometry (same formula, charge and spin), the calculation gives 4.213 eV. As for the multiplicity: 5.

Positions of all 78 atoms, in Å:
Ir  -0.4941  -2.6166  -1.2391
P  0.0065  -0.9865  2.1568
P  1.1271  -1.1591  -1.6506
P  -1.1425  -4.6338  -0.6122
H  -1.2030  2.4164  -0.8258
C  -2.1771  2.0879  -1.0529
C  -2.9926  1.4812  -0.1379
H  -2.5619  0.9778  0.7232
C  0.1713  0.8172  2.5087
C  1.6700  -1.6319  2.6334
C  -1.0466  -1.5763  3.5476
C  1.0771  -0.5657  -3.3473
C  1.8646  0.2168  -0.7795
C  2.2710  -2.5208  -1.4693
C  -2.8954  -4.4022  -0.0662
C  0.1005  -4.7728  0.7292
C  -0.7880  -5.0295  -2.3800
H  -2.0689  1.5146  -1.9932
H  -3.6493  0.6762  -0.4871
H  -0.1909  1.4254  1.6712
H  1.2450  1.0254  2.6542
H  -0.3503  1.1213  3.4300
H  2.4365  -1.0774  2.0739
H  1.7456  -2.6919  2.3660
H  1.8427  -1.5024  3.7152
H  -1.9833  -1.0118  3.5813
H  -0.5117  -1.4091  4.5009
H  -1.2824  -2.6412  3.4757
H  2.1068  -0.2141  -3.4751
H  0.3892  0.2819  -3.4666
H  0.8399  -1.3571  -4.0660
H  2.6364  0.5045  -1.5062
H  2.3397  -0.1415  0.1423
H  1.2024  1.0723  -0.5903
H  3.1064  -2.1421  -2.0528
H  1.8336  -3.4373  -1.8777
H  2.5149  -2.6136  -0.4072
H  -3.4747  -5.2153  -0.5549
H  -3.2846  -3.3912  -0.3490
H  -2.9444  -4.5026  1.0332
H  0.1748  -5.8641  0.9207
H  -0.2584  -4.1646  1.6060
H  1.0705  -4.3075  0.4104
H  -1.7365  -5.2955  -2.8706
H  -0.0264  -5.8290  -2.3535
H  -0.3547  -4.1104  -2.9030
C  -3.5393  -2.3177  -3.0446
C  -3.9298  -3.0531  -4.1830
C  -5.2428  -3.4530  -4.3246
C  -6.1544  -3.1806  -3.3091
C  -5.8070  -2.3759  -2.2169
C  -4.4843  -1.9330  -2.1002
S  -1.8554  -1.9114  -3.0424
H  -0.1953  -1.6505  0.5412
H  -3.1856  -3.3275  -4.9207
H  -5.5590  -4.0236  -5.1906
H  -7.1957  -3.5307  -3.3636
H  -6.4944  -2.1390  -1.4251
H  -4.1380  -1.3145  -1.2816
O  0.6211  3.0679  0.2660
C  1.2506  4.0967  0.5581
C  1.0943  4.8180  1.8834
C  2.2798  4.6019  2.8093
C  3.4364  5.5601  2.5208
C  4.0552  5.3815  1.1389
C  3.1111  5.6838  -0.0292
N  2.1636  4.6141  -0.3102
H  0.9475  5.8892  1.6714
H  0.1708  4.4334  2.3372
H  1.9351  4.7525  3.8448
H  2.6287  3.5566  2.7449
H  3.0812  6.5927  2.6314
H  4.2131  5.4043  3.2798
H  4.9086  6.0661  1.0465
H  4.4594  4.3652  1.0364
H  2.5825  6.6277  0.1705
H  3.7095  5.8065  -0.9372
H  2.0849  4.2631  -1.2528